1.
# C46H62Ge2N3O6PSY

A structure of composition C46H62Ge2N3O6PSY (ωB97M-V/def2-TZVPD, OMol25).

## Properties
spin multiplicity: 1
frontier orbital gap (spin up / spin down): 0.16865 / 0.16359 Eh
HOMO energy (spin up / spin down): -3.461 / -3.324 eV
lowest unoccupied orbital energy (spin up / spin down): 1.1 / 1.1 eV
molar mass: 1050.2 g mol⁻¹
net charge: -1

Structure (XYZ):
```
122
Properties=species:S:1:pos:R:3:mulliken_charge:R:1
Y 11.984 7.785 14.580 1.9747
O 6.959 5.202 17.967 -0.5341
C 8.044 5.854 17.406 1.0190
C 9.002 6.554 18.065 -1.0549
C 10.073 7.000 17.219 -0.1052
N 10.052 6.922 15.879 -0.0156
C 9.108 6.198 15.268 0.2262
C 8.110 5.615 15.983 -0.7076
C 9.432 6.226 13.720 0.3130
O 8.662 6.126 12.804 -0.6259
O 10.725 6.428 13.542 -0.6559
C 11.180 7.800 17.772 0.4467
O 11.255 7.866 19.091 -0.4465
O 11.964 8.395 16.945 -0.5456
H 6.898 5.216 18.928 0.3216
H 9.026 6.706 19.146 0.4819
H 7.306 5.143 15.487 0.5724
C 14.647 8.039 21.895 -1.5139
C 13.642 7.540 20.865 -0.6579
Ge 12.309 8.898 20.365 0.8463
C 13.311 10.065 19.142 -0.6398
C 14.490 9.365 18.326 -1.0847
C 11.281 9.219 22.001 -1.3636
C 10.908 10.380 22.547 0.3618
Ge 9.285 11.099 21.547 0.2557
C 9.133 12.976 22.122 -0.1420
C 8.232 13.915 21.285 -1.2164
C 7.619 9.979 22.007 -0.6050
C 7.054 10.356 23.350 -0.9619
C 11.690 11.148 23.558 0.1905
C 11.130 12.037 24.481 0.1065
C 11.950 12.880 25.246 -0.5631
C 13.358 12.857 25.097 -0.5705
C 13.925 11.831 24.300 -0.3941
C 13.114 10.970 23.597 -0.2202
H 14.241 7.873 22.865 0.4740
H 15.004 9.077 21.858 0.3253
H 15.548 7.390 21.887 0.3607
H 12.984 6.787 21.380 0.4843
H 14.088 7.113 19.991 0.5190
H 13.678 10.993 19.641 0.5122
H 12.433 10.338 18.484 0.4229
H 14.118 8.400 17.857 0.1662
H 15.348 9.124 18.942 0.3215
H 14.755 10.019 17.499 0.3861
H 10.961 8.242 22.469 0.0878
H 10.260 13.223 22.024 0.2607
H 8.911 12.910 23.208 0.1106
H 8.841 14.676 20.797 0.3466
H 7.416 14.326 21.920 0.2854
H 7.782 13.434 20.425 0.2801
H 7.964 8.884 21.960 0.2700
H 6.871 10.212 21.207 0.3550
H 6.522 11.341 23.340 0.2441
H 7.875 10.435 24.052 0.2277
H 6.418 9.516 23.660 0.3681
H 10.023 12.065 24.634 0.1882
H 11.491 13.540 25.992 0.3700
H 14.054 13.561 25.550 0.3495
H 15.055 11.826 24.140 0.2648
H 13.555 10.147 23.018 -0.1074
C 12.341 8.352 10.234 -2.0025
C 13.721 8.964 9.699 0.4824
C 13.689 9.048 8.171 -1.4386
P 13.769 10.613 10.644 0.4033
C 15.409 11.145 10.150 0.5400
C 15.751 12.515 10.747 -1.7858
C 16.535 10.197 10.649 -1.4905
C 12.660 11.840 9.827 0.4924
C 13.160 12.394 8.644 -0.6347
C 12.299 12.853 7.644 0.5964
C 12.733 12.836 6.211 -1.6739
C 10.996 13.263 8.056 -1.0454
C 10.503 12.845 9.253 -0.4946
C 11.315 12.162 10.191 0.5436
N 10.988 12.028 11.499 0.4203
C 9.680 12.213 12.071 -0.4577
C 8.855 11.094 12.432 0.7442
C 8.958 9.751 11.647 -0.8365
C 7.772 11.270 13.319 -0.9164
C 7.374 12.513 13.809 0.4851
C 6.410 12.693 14.944 -1.4417
C 8.064 13.640 13.255 -0.6615
C 9.231 13.476 12.490 1.3329
C 9.819 14.809 12.119 -1.9530
H 11.537 8.931 9.853 0.4720
H 12.324 8.223 11.317 0.2972
H 12.146 7.411 9.775 0.5548
H 14.641 8.474 10.054 0.4752
H 13.236 9.897 7.630 0.1578
H 13.137 8.150 7.856 0.4506
H 14.741 9.019 7.861 0.3385
H 15.369 11.151 8.989 0.2045
H 16.050 12.385 11.789 0.3859
H 14.946 13.222 10.688 0.3902
H 16.649 12.890 10.259 0.4500
H 16.550 10.294 11.727 0.3688
H 17.470 10.562 10.239 0.4449
H 16.390 9.146 10.336 0.3354
H 14.240 12.226 8.443 0.2566
H 13.178 13.780 5.922 0.3913
H 11.874 12.643 5.514 0.3619
H 13.529 12.111 5.980 0.3343
H 10.299 13.895 7.455 0.3116
H 9.496 13.136 9.538 0.5658
H 8.310 9.756 10.776 0.4314
H 8.756 8.854 12.267 0.1854
H 9.976 9.529 11.326 -0.3074
H 7.235 10.335 13.577 0.3159
H 7.034 12.718 15.875 0.2553
H 5.740 11.815 15.051 0.3424
H 5.764 13.569 14.874 0.3829
H 7.720 14.611 13.480 0.5094
H 10.812 14.687 11.736 0.3135
H 9.803 15.442 13.019 0.5293
H 9.281 15.212 11.241 0.3158
O 12.162 9.650 13.835 -0.6723
H 11.606 11.367 11.928 0.0240
H 12.912 10.204 13.542 0.0932
S 15.726 4.927 15.292 -0.4693
C 14.612 5.931 14.905 0.6149
N 13.788 6.792 14.934 -0.9848
```



2.
# C4HClO2

An isolated molecule of C4HClO2 (ωB97M-V/def2-TZVPD, OMol25).

## Properties
spin multiplicity: 1
frontier orbital gap: 0.35572 Eh
HOMO energy: -9.915 eV
lowest unoccupied orbital energy: -0.2 eV
SMILES: O=c1cc(Cl)c1=O
molar mass: 116.5 g mol⁻¹
energy above the lowest of the compared OMol25 structures with the same formula, charge and spin: 0.00 kJ/mol

Structure (XYZ):
```
8
Properties=species:S:1:pos:R:3:mulliken_charge:R:1
O -0.776 0.542 -2.111 -0.5137
C -0.317 0.298 -1.040 0.4327
C -0.812 -0.537 0.051 -0.4149
C 0.193 -0.340 0.898 0.1397
Cl 0.477 -0.783 2.479 -0.1473
C 0.939 0.635 -0.155 0.4685
O 1.958 1.269 -0.196 -0.4942
H -1.660 -1.083 0.074 0.5291
```



3.
# C10H16O4

An isolated molecule of C10H16O4 (ωB97M-V/def2-TZVPD, OMol25).

## Properties
spin multiplicity: 1
frontier orbital gap: 0.40525 Eh
HOMO energy: -10.277 eV
lowest unoccupied orbital energy: 0.8 eV
SMILES: CC(=O)OCCCC[C@@H]1CCOC1=O
molar mass: 200.2 g mol⁻¹
energy above the lowest of the compared OMol25 structures with the same formula, charge and spin: 96.75 kJ/mol

Structure (XYZ):
```
30
Properties=species:S:1:pos:R:3:mulliken_charge:R:1
C -2.635 1.971 -1.067 -0.9889
C -2.200 1.198 -2.299 0.7770
O -1.961 1.773 -3.275 -0.5230
O -2.040 -0.141 -2.282 -0.4162
C -2.734 -0.859 -1.260 -0.6013
C -1.878 -1.133 0.014 -0.8126
C -0.424 -0.744 -0.195 -0.3812
C 0.440 -0.982 1.062 -0.9103
C 1.745 -0.210 0.913 0.0512
C 3.087 -0.914 1.068 -0.7411
C 3.956 0.323 0.762 -0.4545
O 3.284 1.366 1.457 -0.3945
C 1.998 1.018 1.756 0.3870
O 1.340 1.594 2.497 -0.5051
H -3.658 1.686 -0.837 0.3313
H -2.052 1.690 -0.196 0.2861
H -2.577 3.019 -1.288 0.2945
H -3.685 -0.414 -0.995 0.2996
H -2.968 -1.824 -1.693 0.4128
H -1.953 -2.180 0.284 0.4141
H -2.291 -0.561 0.841 0.3533
H -0.366 0.322 -0.384 0.3213
H 0.043 -1.269 -1.021 0.3426
H 0.607 -2.048 1.165 0.3747
H -0.131 -0.642 1.921 0.4808
H 1.753 0.176 -0.111 0.2544
H 3.303 -1.196 2.093 0.3132
H 3.161 -1.723 0.354 0.3829
H 4.995 0.255 1.029 0.3934
H 3.843 0.452 -0.315 0.2586
```



4.
# C5H26B4CaF4N2O4

A structure of composition C5H26B4CaF4N2O4 (ωB97M-V/def2-TZVPD, OMol25).

## Properties
spin multiplicity: 1
frontier orbital gap: 0.16576 Eh
HOMO energy: -1.715 eV
lowest unoccupied orbital energy: 2.8 eV
molar mass: 337.6 g mol⁻¹
net charge: -2

Structure (XYZ):
```
46
Properties=species:S:1:pos:R:3:mulliken_charge:R:1
Ca -1.205 -1.311 1.265 0.0644
N 0.582 -4.304 1.859 0.6782
O 0.315 -3.069 1.809 -0.4719
O 1.512 -4.733 2.578 -0.6802
O -0.081 -5.120 1.149 -0.5983
B -3.406 -1.723 2.274 0.1941
H -2.668 -2.573 2.234 -0.0576
H -4.276 -1.835 3.031 -0.2953
H -2.806 -0.797 2.474 -0.2122
H -3.731 -1.655 1.190 -0.2165
B -0.492 -0.502 3.643 0.6851
H -1.124 0.459 3.487 -0.2764
H 0.131 -0.595 2.706 -0.2523
H 0.194 -0.446 4.583 -0.2708
H -1.135 -1.423 3.760 -0.0516
B -1.208 -2.773 -0.863 0.6223
H -1.590 -3.314 -1.818 -0.2609
H -1.387 -1.657 -0.901 -0.3234
H -1.728 -3.186 0.049 -0.0472
H -0.059 -2.974 -0.803 -0.4431
C 3.099 2.322 -1.888 -0.9437
N 1.618 2.247 -2.053 0.1320
C 0.964 3.254 -1.139 -0.8292
C 1.388 2.553 -3.518 -0.9821
C 1.107 0.845 -1.703 -0.1673
C 1.814 0.224 -0.529 -0.9701
O 0.837 -0.682 -0.082 -0.1275
H 3.397 2.362 -0.841 0.4003
H 3.447 3.259 -2.322 0.3963
H 3.617 1.485 -2.350 0.3677
H -0.063 3.365 -1.473 0.4185
H 1.508 4.190 -1.260 0.3497
H 1.105 2.854 -0.139 0.3506
H 1.875 1.760 -4.076 0.3907
H 1.754 3.562 -3.672 0.3973
H 0.314 2.447 -3.666 0.3737
H 1.293 0.207 -2.568 0.2481
H 0.030 0.962 -1.584 0.3243
H 2.007 0.853 0.340 0.3495
H 2.661 -0.392 -0.833 0.3332
H 0.985 -1.562 -0.484 0.0553
B -2.113 1.483 0.459 0.8668
F -0.775 1.259 0.783 -0.2673
F -2.932 1.775 1.535 -0.3372
F -2.118 2.564 -0.473 -0.4248
F -2.658 0.337 -0.172 -0.4913
```



5.
# C40H32CoN4O7P

A structure of composition C40H32CoN4O7P (ωB97M-V/def2-TZVPD, OMol25).

## Properties
spin multiplicity: 1
frontier orbital gap (spin up / spin down): 0.21640 / 0.24345 Eh
HOMO energy (spin up / spin down): -7.528 / -7.495 eV
lowest unoccupied orbital energy (spin up / spin down): -1.6 / -0.9 eV
molar mass: 770.6 g mol⁻¹
energy above the lowest of the compared OMol25 structures with the same formula, charge and spin: 252.94 kJ/mol

Structure (XYZ):
```
85
Properties=species:S:1:pos:R:3:mulliken_charge:R:1
Co -1.176 0.113 0.371 0.5648
C -0.225 -1.297 4.495 -0.4917
O 0.250 -2.422 3.756 -0.4147
C -0.527 -3.002 2.813 0.2217
C -0.394 -4.356 2.651 -0.5541
C -1.145 -5.051 1.687 -0.6163
C -2.022 -4.385 0.863 -0.9421
C -2.136 -2.994 0.923 0.8803
C -2.913 -2.313 -0.064 -0.2811
N -2.850 -1.031 -0.249 1.0807
N -3.618 -0.490 -1.193 -1.4957
C -3.225 0.751 -1.479 0.3704
O -2.189 1.297 -0.991 -0.3964
C -4.065 1.529 -2.419 0.2834
C -4.181 2.905 -2.240 -0.1937
C -4.943 3.659 -3.117 -0.6808
C -5.571 3.047 -4.194 -0.3851
C -5.444 1.677 -4.382 -0.6471
C -4.701 0.917 -3.492 -0.3790
C -1.383 -2.253 1.922 1.0504
O -1.485 -0.998 2.013 -1.0121
H -0.364 -0.419 3.871 -0.0287
H 0.539 -1.107 5.245 0.2753
H -1.170 -1.534 4.990 0.2975
H 0.304 -4.878 3.291 0.4619
H -1.017 -6.122 1.596 0.4133
H -2.595 -4.925 0.119 0.4107
H -3.540 -2.905 -0.729 0.4056
H -3.665 3.381 -1.417 0.3252
H -5.044 4.725 -2.964 0.3976
H -6.147 3.637 -4.894 0.3936
H -5.926 1.200 -5.225 0.3808
H -4.592 -0.150 -3.636 0.4366
N -1.889 1.929 1.601 -0.1156
C -0.907 2.808 2.160 0.2453
C -1.252 3.728 3.145 -0.6694
C -0.305 4.608 3.639 -0.6755
C 0.998 4.558 3.164 -0.9360
C 1.349 3.604 2.224 -0.8786
C 0.403 2.722 1.697 0.1708
P 0.846 1.342 0.525 2.4818
C 1.059 2.249 -1.049 0.6138
C 0.564 1.665 -2.213 -0.4956
C 0.652 2.329 -3.426 -0.9874
C 1.236 3.586 -3.492 -0.6535
C 1.725 4.179 -2.338 -0.7594
C 1.635 3.516 -1.123 -0.2913
C 2.485 0.994 1.238 0.6006
C 3.670 1.234 0.555 -0.3618
C 4.882 0.886 1.133 -0.7174
C 4.914 0.278 2.380 -0.6390
C 3.730 0.035 3.062 -0.6746
C 2.519 0.395 2.493 -0.4065
H -2.669 1.790 2.233 0.3525
H -2.245 2.304 0.724 0.1921
H -2.267 3.756 3.524 0.4245
H -0.583 5.333 4.393 0.4039
H 1.744 5.246 3.539 0.4360
H 2.386 3.522 1.922 0.3641
H 0.110 0.686 -2.170 0.1919
H 0.264 1.865 -4.323 0.4760
H 1.318 4.103 -4.439 0.3911
H 2.172 5.165 -2.373 0.4298
H 2.021 3.994 -0.234 0.3096
H 3.638 1.670 -0.436 0.4015
H 5.804 1.079 0.600 0.4329
H 5.861 -0.023 2.811 0.3988
H 3.750 -0.446 4.032 0.4472
H 1.592 0.194 3.018 0.1406
O 1.838 -0.492 -0.624 -0.6891
C 1.067 -1.443 -0.807 0.3770
O -0.202 -1.412 -0.687 -0.5287
C 1.676 -2.770 -1.204 0.0051
C 0.875 -3.796 -1.692 -0.1039
C 1.441 -4.988 -2.107 -0.7239
C 2.816 -5.135 -2.029 -0.0751
C 3.632 -4.130 -1.534 -0.5390
C 3.053 -2.944 -1.121 -0.2971
N 3.426 -6.384 -2.500 1.0197
O 2.684 -7.268 -2.882 -0.6139
O 4.638 -6.467 -2.479 -0.6172
H -0.191 -3.641 -1.743 0.4946
H 0.842 -5.798 -2.495 0.4922
H 4.700 -4.287 -1.487 0.4960
H 3.654 -2.137 -0.724 0.5291
```



6.
# C17H21O2

A structure of composition C17H21O2 (ωB97M-V/def2-TZVPD, OMol25).

## Properties
spin multiplicity: 1
frontier orbital gap: 0.28711 Eh
HOMO energy: -11.884 eV
lowest unoccupied orbital energy: -4.1 eV
molar mass: 257.4 g mol⁻¹
energy above the lowest of the compared OMol25 structures with the same formula, charge and spin: 0.00 kJ/mol
net charge: +1

Structure (XYZ):
```
40
Properties=species:S:1:pos:R:3:mulliken_charge:R:1
C 5.376 -2.333 -1.214 -0.7800
O 4.951 -0.959 -1.347 -0.4275
C 3.671 -0.610 -1.056 0.9016
C 3.319 0.748 -1.275 -0.7928
C 2.013 1.155 -1.119 -0.6318
C 1.002 0.250 -0.723 0.9914
C -0.391 0.705 -0.603 -0.5739
C -1.563 -0.146 -0.885 0.5959
C -2.847 0.426 -0.777 -0.4265
C -3.990 -0.364 -0.810 -0.8309
C -3.894 -1.728 -1.115 -0.4466
C -2.635 -2.289 -1.353 -0.6864
C -1.482 -1.501 -1.275 -0.5106
C 1.395 -1.050 -0.357 -0.7629
C 2.688 -1.507 -0.576 -0.8576
H 6.458 -2.280 -1.347 0.2508
H 5.137 -2.744 -0.223 0.3178
H 4.933 -2.960 -2.000 0.3448
H 4.100 1.430 -1.597 0.4419
H 1.748 2.200 -1.300 0.3730
H -0.540 1.768 -0.788 0.5919
H -2.936 1.513 -0.667 0.6445
H -4.964 0.088 -0.607 0.4170
H -4.795 -2.337 -1.188 0.3983
H -2.545 -3.345 -1.609 0.4132
H -0.518 -1.939 -1.531 0.7462
H 0.667 -1.729 0.094 0.6357
H 2.941 -2.555 -0.391 0.3246
C -1.068 3.176 1.985 -1.3428
C -1.595 1.771 1.901 0.9890
C -1.987 1.067 3.183 -1.4755
O -0.506 0.974 1.256 -0.3049
H -1.829 3.843 2.411 0.3834
H -0.176 3.228 2.621 0.3279
H -0.817 3.549 0.989 0.3518
H -2.445 1.767 1.213 -0.1588
H -2.792 1.607 3.693 0.4088
H -2.356 0.057 2.961 0.4414
H -1.133 0.996 3.863 0.3413
H -0.594 0.059 1.564 0.3775
```



7.
# CBrNO3

A cluster of 2 separate species, CBrNO3 in total (ωB97M-V/def2-TZVPD, OMol25).

## Properties
spin multiplicity: 1
frontier orbital gap (spin up / spin down): 0.34093 / 0.28363 Eh
HOMO energy (spin up / spin down): -10.500 / -9.868 eV
lowest unoccupied orbital energy (spin up / spin down): -1.2 / -2.2 eV
molar mass: 153.9 g mol⁻¹
energy above the lowest of the compared OMol25 structures with the same formula, charge and spin: 97.59 kJ/mol

Structure (XYZ):
```
6
Properties=species:S:1:pos:R:3:mulliken_charge:R:1
C 0.065 0.951 -1.345 0.6956
N 0.128 -1.657 1.315 0.2711
O -0.391 0.520 -2.301 -0.3398
O -0.058 -0.988 2.204 -0.0873
O 0.520 1.370 -0.383 -0.3560
Br -2.121 -0.215 2.750 -0.1836
```



8.
# C20H11Cl5N5W

A structure of composition C20H11Cl5N5W (ωB97M-V/def2-TZVPD, OMol25).

## Properties
spin multiplicity: 3
frontier orbital gap (spin up / spin down): 0.22760 / 0.20020 Eh
<S²>: 2.05
HOMO energy (spin up / spin down): -17.522 / -17.633 eV
lowest unoccupied orbital energy (spin up / spin down): -11.3 / -12.2 eV
molar mass: 682.4 g mol⁻¹
energy above the lowest of the compared OMol25 structures with the same formula, charge and spin: 117.76 kJ/mol
net charge: +3

Structure (XYZ):
```
42
Properties=species:S:1:pos:R:3:lowdin_spin:R:1
W -0.884 -0.515 -0.286 1.4695
N 3.399 -0.786 -1.004 0.0033
C 2.156 -1.119 -0.820 0.0067
N 1.177 -0.206 -0.713 0.0240
C 1.507 1.150 -0.862 0.0587
N 0.510 2.029 -0.814 0.0899
N -0.633 1.377 -0.838 0.1381
C -1.746 1.631 -0.136 -0.0281
C -3.001 0.992 -0.608 0.0210
C -4.258 1.537 -0.549 0.0072
C -5.306 0.797 -1.093 0.0039
C -5.069 -0.457 -1.650 -0.0033
C -3.793 -0.974 -1.634 0.0129
N -2.777 -0.256 -1.114 0.0086
C 2.856 1.549 -1.028 0.0222
C 3.241 2.895 -1.134 0.0192
C 4.569 3.199 -1.307 -0.0004
C 5.530 2.179 -1.376 0.0396
C 5.173 0.846 -1.276 -0.0021
C 3.837 0.545 -1.103 0.0278
H 4.090 -1.528 -1.086 0.0000
H 1.916 -2.170 -0.748 0.0004
H -1.773 2.447 0.578 0.0010
H -4.417 2.519 -0.122 0.0001
H -6.309 1.206 -1.091 0.0003
H -5.872 -1.036 -2.085 -0.0003
H -3.560 -1.952 -2.029 0.0009
H 2.491 3.672 -1.076 0.0002
H 4.879 4.232 -1.390 -0.0005
H 6.573 2.436 -1.511 0.0017
H 5.920 0.062 -1.335 -0.0006
Cl -0.340 0.792 3.173 0.0064
C -0.648 -0.873 2.900 0.0068
C -0.704 -1.349 1.585 0.0145
C -0.957 -2.704 1.389 0.0154
Cl -1.015 -3.052 -0.360 0.0342
C -1.175 -3.622 2.371 0.0047
Cl -1.507 -5.247 2.012 -0.0005
C -1.101 -3.120 3.691 0.0007
Cl -1.360 -4.179 4.969 -0.0003
C -0.841 -1.754 3.955 -0.0027
Cl -0.776 -1.191 5.552 -0.0012
```